A single C21H23N3O4 molecule, computed with ωB97M-V/def2-TZVPD.

Summary:
Charge: 0
Max |F|: 1.64 eV/Å
Frontier orbital gap: 8.63 eV
DFT total energy: -34810.416 eV
SMILES: CCOc1ccc(-c2nnc(NC(=O)CCCOc3cccc(C)c3)o2)cc1

Structure (XYZ):
```
51
C21H23N3O4 | the Open Molecules 2025 dataset | ωB97M-V/def2-TZVPD
C 6.4147 0.8250 0.8141
C 6.0175 2.0859 0.0525
O 4.9330 1.8678 -0.8307
C 3.6699 1.7776 -0.3524
C 2.6912 1.4762 -1.3067
C 1.3686 1.3697 -0.9485
C 0.9845 1.5632 0.3799
C 1.9549 1.8698 1.3312
C 3.2831 1.9754 0.9735
H 4.0077 2.2150 1.7353
H 1.6455 2.0183 2.3532
C -0.3886 1.4274 0.7858
N -0.8821 1.5886 1.9720
N -2.2015 1.3304 1.9047
C -2.4562 1.0178 0.6694
N -3.6969 0.6916 0.2192
C -4.1858 0.2480 -0.9965
O -5.3559 -0.0339 -1.0691
C -3.2437 0.2078 -2.1780
C -3.6183 -0.9575 -3.0987
C -2.9738 -2.2764 -2.6426
O -3.0755 -2.4593 -1.2468
C -2.0348 -2.1577 -0.4139
C -0.7107 -1.9525 -0.7857
C 0.2394 -1.6836 0.1865
C -0.1089 -1.6006 1.5192
C -1.4299 -1.8036 1.9094
C -2.3743 -2.0863 0.9382
H -3.4069 -2.2535 1.2057
C -1.8270 -1.6666 3.3454
H -2.7618 -2.1846 3.5431
H -1.0526 -2.0611 3.9992
H -1.9616 -0.6098 3.5798
H 0.6399 -1.3685 2.2615
H 1.2658 -1.5254 -0.1127
H -0.3921 -2.0010 -1.8159
H -3.5102 -3.1169 -3.0945
H -1.9340 -2.3208 -2.9770
H -3.3015 -0.7558 -4.1224
H -4.7045 -1.0584 -3.0826
H -2.2063 0.1388 -1.8600
H -3.3778 1.1535 -2.7109
H -4.3879 0.7015 0.9627
O -1.3618 1.0706 -0.1114
H 0.6223 1.1334 -1.6914
H 3.0061 1.3307 -2.3280
H 6.8369 2.3979 -0.6010
H 5.7950 2.9084 0.7426
H 5.6017 0.4790 1.4477
H 7.2826 1.0310 1.4343
H 6.6627 0.0335 0.1115
```